[1]
The following is a quantum chemistry calculation of C33H52CrN4O2P as an isolated structure, from OMol25.

## Properties
E_HOMO (alpha / beta) ... -7.13 / -7.27 eV
HOMO-LUMO gap (alpha / beta) ... 7.70 / 7.66 eV
Electronic energy ... -3044.0689 Eh
Net charge ... 0
2S+1 ... 4

Geometry (Å):
Cr (0.222, 1.264, -0.052)
C (3.311, 0.548, 0.086)
N (2.495, 1.760, -0.119)
C (2.781, 2.295, -1.477)
C (2.607, 1.331, -2.651)
C (1.194, 0.723, -2.808)
N (0.246, 1.542, -2.059)
C (-0.369, 2.468, -2.698)
C (-0.992, 3.628, -2.133)
C (-1.688, 4.503, -2.990)
C (-2.136, 5.724, -2.563)
C (-1.857, 6.117, -1.241)
C (-1.167, 5.296, -0.385)
C (-0.719, 4.011, -0.789)
O (-0.098, 3.249, 0.056)
C (2.937, 2.794, 0.867)
C (2.113, 2.940, 2.148)
C (1.482, 1.657, 2.693)
N (0.222, 1.385, 1.996)
C (-0.853, 1.521, 2.679)
C (-2.213, 1.433, 2.230)
C (-3.225, 1.538, 3.204)
C (-4.553, 1.462, 2.879)
C (-4.905, 1.282, 1.530)
C (-3.945, 1.186, 0.554)
C (-2.565, 1.260, 0.865)
O (-1.700, 1.145, -0.090)
H (4.342, 0.717, -0.248)
H (2.861, -0.277, -0.446)
H (3.334, 0.281, 1.138)
H (3.820, 2.643, -1.496)
H (2.142, 3.166, -1.619)
H (3.343, 0.525, -2.601)
H (2.850, 1.921, -3.537)
H (1.173, -0.270, -2.382)
H (0.926, 0.675, -3.866)
H (-0.358, 2.421, -3.789)
H (-1.868, 4.189, -4.014)
H (-2.678, 6.382, -3.229)
H (-2.192, 7.087, -0.890)
H (-0.961, 5.591, 0.638)
H (2.955, 3.765, 0.373)
H (3.970, 2.557, 1.135)
H (1.301, 3.636, 1.969)
H (2.765, 3.377, 2.907)
H (1.297, 1.774, 3.760)
H (2.147, 0.801, 2.579)
H (-0.742, 1.730, 3.746)
H (-2.930, 1.678, 4.241)
H (-5.317, 1.543, 3.643)
H (-5.952, 1.220, 1.254)
H (-4.206, 1.049, -0.490)
C (1.317, -4.758, -0.792)
C (1.644, -3.271, -0.613)
C (2.205, -2.740, -1.942)
C (2.780, -3.138, 0.415)
P (0.189, -2.170, -0.044)
N (0.523, -0.668, -0.174)
C (-1.320, -2.750, -1.072)
C (-2.424, -1.689, -0.953)
C (-1.903, -4.116, -0.695)
C (-0.922, -2.781, -2.554)
C (-0.171, -2.664, 1.772)
C (-1.545, -2.071, 2.125)
C (0.858, -1.952, 2.666)
C (-0.176, -4.157, 2.117)
H (2.256, -5.305, -0.934)
H (0.702, -4.942, -1.674)
H (0.815, -5.187, 0.074)
H (3.042, -3.381, -2.246)
H (2.587, -1.730, -1.831)
H (1.479, -2.737, -2.752)
H (3.712, -3.491, -0.040)
H (2.608, -3.740, 1.308)
H (2.922, -2.099, 0.714)
H (-2.986, -1.766, -0.022)
H (-3.137, -1.827, -1.775)
H (-2.014, -0.685, -1.024)
H (-2.284, -4.135, 0.326)
H (-1.193, -4.935, -0.815)
H (-2.753, -4.317, -1.358)
H (-0.467, -1.837, -2.863)
H (-1.829, -2.922, -3.153)
H (-0.248, -3.603, -2.794)
H (-1.628, -1.034, 1.791)
H (-1.673, -2.083, 3.213)
H (-2.367, -2.644, 1.696)
H (1.008, -0.933, 2.316)
H (1.819, -2.462, 2.690)
H (0.477, -1.917, 3.694)
H (-0.859, -4.733, 1.492)
H (-0.509, -4.269, 3.155)
H (0.815, -4.605, 2.048)


[2]
The following is a quantum chemistry calculation of C21H30AsCrN2O7S4 as an isolated structure in a non-equilibrium geometry, from OMol25.

## Properties
E_HOMO (alpha / beta) ... -1.02 / -1.02 eV
HOMO-LUMO gap (alpha / beta) ... 4.57 / 4.57 eV
Electronic energy ... -6327.4787 Eh
Net charge ... -2
2S+1 ... 4
Energy relative to the best compared isomer or geometry (same formula, charge and spin) ... 40.2 kcal/mol

Geometry (Å):
Cr (-0.329, 0.881, 1.126)
O (-4.456, 2.049, 1.892)
C (-3.121, 2.094, 1.907)
O (-2.473, 1.394, 1.147)
C (-2.616, 3.069, 2.920)
O (-1.412, 3.637, 2.476)
C (-1.143, 4.600, 1.398)
C (-0.204, 3.993, 0.332)
O (0.277, 4.799, -0.478)
O (0.034, 2.709, 0.274)
H (-4.781, 1.658, 1.038)
H (-3.336, 3.749, 3.362)
H (-2.184, 2.531, 3.785)
H (-2.042, 5.017, 0.912)
H (-0.632, 5.447, 1.900)
S (-1.970, -1.173, 5.291)
As (-0.306, -0.850, 3.942)
S (0.274, 1.237, 3.515)
S (-0.977, -1.283, 1.824)
S (1.256, -1.984, 4.718)
C (2.759, 2.593, -1.019)
C (2.044, 1.631, -2.006)
C (2.389, 2.133, -3.404)
C (2.417, 0.227, -1.644)
C (2.799, -0.717, -2.640)
C (3.147, -2.020, -2.357)
C (3.218, -2.438, -1.027)
C (2.858, -1.575, 0.024)
C (3.100, -2.055, 1.425)
C (2.075, -3.176, 1.649)
C (3.266, -0.906, 2.426)
C (2.265, -0.283, -0.280)
O (1.640, 0.396, 0.646)
H (2.382, 3.645, -0.906)
H (3.783, 2.692, -1.418)
H (2.772, 2.170, 0.010)
H (0.976, 1.891, -1.782)
H (3.419, 1.905, -3.649)
H (2.137, 3.177, -3.462)
H (1.773, 1.745, -4.239)
H (2.865, -0.407, -3.712)
H (3.305, -2.770, -3.218)
H (3.559, -3.412, -0.672)
H (4.109, -2.514, 1.441)
H (1.048, -2.779, 1.414)
H (2.012, -3.440, 2.689)
H (2.197, -4.043, 0.988)
H (3.803, -1.419, 3.238)
H (2.331, -0.458, 2.692)
H (4.005, -0.166, 1.982)
N (-0.822, 0.376, -0.831)
C (-1.593, -0.485, -1.071)
N (-2.522, -1.295, -1.421)
C (-2.710, -1.585, -2.915)
C (-3.753, -2.680, -3.003)
O (-3.412, -3.762, -2.049)
C (-3.557, -3.336, -0.637)
C (-3.586, -1.833, -0.503)
H (-1.692, -1.784, -3.250)
H (-3.126, -0.660, -3.394)
H (-3.746, -3.256, -3.909)
H (-4.744, -2.274, -2.768)
H (-2.723, -3.882, -0.210)
H (-4.443, -3.827, -0.187)
H (-3.261, -1.457, 0.463)
H (-4.619, -1.459, -0.783)


[3]
The following is a quantum chemistry calculation of a 2-piece molecular cluster, C4H10NS overall in a non-equilibrium geometry, from OMol25.

## Properties
E_HOMO ... -2.28 eV
HOMO-LUMO gap ... 6.36 eV
Electronic energy ... -611.3341 Eh
Net charge ... -1
Energy relative to the best compared isomer or geometry (same formula, charge and spin) ... 19.9 kcal/mol

Geometry (Å):
C (-1.756, -1.743, -1.421)
S (-0.017, -1.220, -1.539)
H (-2.080, -2.277, -2.342)
H (-1.896, -2.445, -0.579)
H (-2.520, -0.912, -1.250)
C (-0.650, 2.310, 0.299)
C (0.139, 1.669, 1.354)
C (1.011, 0.677, 1.087)
N (1.745, -0.130, 1.966)
H (-0.624, 1.514, -0.476)
H (-1.719, 2.453, 0.637)
H (-0.304, 3.316, -0.077)
H (0.107, 2.051, 2.385)
H (1.113, 0.373, 0.015)
H (2.002, -1.087, 1.693)
H (1.508, -0.027, 2.946)